No. 1
C38H55FNO28P | wB97M-V/def2-TZVPD

The value obtained for the HOMO-LUMO gap is 7.434 eV. As for the charge: 0. The calculation puts the HOMO energy at -7.1 eV. Its spin multiplicity is 1. The value obtained for the largest force on an atom is 6.62 eV Å⁻¹.

Last column: Löwdin charge in e.
Geometry (Å):
O -3.25105 2.74814 1.39779  -0.407
P -1.85562 3.82208 1.27289  0.897
C -1.82660 4.27868 -0.61920  -0.354
C -0.81579 3.33136 -1.49773  -0.228
C 0.68756 4.01544 -1.74373  -0.159
F 0.62027 5.40984 -2.24809  -0.150
C -0.23923 2.95477 1.80408  -0.377
C -0.41446 1.40765 2.31774  -0.232
C 0.37397 0.30654 1.33828  -0.170
C -0.45153 -1.12173 1.19530  -0.160
N -1.78766 -0.76681 0.54335  -0.180
C -3.15782 -0.73693 1.22087  -0.005
C -4.15547 -0.24530 0.01526  -0.072
C -3.23183 -0.03340 -1.34310  -0.091
C -1.68456 -0.41487 -0.93620  -0.077
H -4.07962 3.34334 1.34580  0.044
H -1.64706 5.43648 -0.79326  0.089
H -2.92868 4.07489 -1.02941  0.081
H -0.74564 2.21211 -1.12653  0.085
H -1.29192 3.26610 -2.59042  0.115
H 1.24135 3.32469 -2.54109  0.125
H 1.35412 4.01831 -0.78199  0.103
H 0.19684 3.57240 2.72772  0.082
H 0.62298 2.97826 0.99019  0.066
H 0.13348 1.30551 3.37349  0.113
H -1.53403 1.12829 2.51239  0.074
H 0.54424 0.83305 0.29169  0.092
H 1.46837 0.13088 1.77689  0.108
H -0.57815 -1.57572 2.27323  0.138
H 0.18109 -1.87021 0.51394  0.127
H -3.35153 -0.98386 2.35221  0.082
H -5.31082 -0.06638 0.14094  0.077
H -3.57153 0.32454 -2.40689  0.061
H -0.70242 -0.42372 -1.61193  0.120
C 5.40568 -1.41555 1.59087  -0.140
C 4.69177 -0.49158 0.65835  -0.132
O 3.46269 -1.15209 0.42337  0.052
C 3.24693 -1.97946 1.48759  -0.518
O 2.20256 -2.57354 1.69748  0.114
O 4.35147 -2.05433 2.28625  0.068
H 6.06082 -0.88217 2.28509  0.130
H 5.99071 -2.17462 1.06112  0.114
H 4.48791 0.48437 1.11141  0.134
H 5.23694 -0.34201 -0.27764  0.120
C -5.70114 6.28567 -1.72200  -0.143
C -7.02945 6.60300 -1.11546  -0.134
O -7.43648 5.36749 -0.55871  0.071
C -6.30323 4.63891 -0.33833  -0.506
O -6.26787 3.59287 0.28795  0.124
O -5.21529 5.23395 -0.90911  0.038
H -5.01860 7.13965 -1.69996  0.143
H -5.78724 5.92514 -2.75238  0.120
H -6.95636 7.34534 -0.31367  0.138
H -7.75317 6.95135 -1.85745  0.129
C 7.19673 -4.89589 -1.24648  -0.134
C 6.60434 -4.58486 -2.58264  -0.143
O 6.19498 -3.23679 -2.45130  0.071
C 6.95569 -2.68572 -1.46070  -0.506
O 6.98736 -1.49499 -1.19828  0.115
O 7.67661 -3.64043 -0.80322  0.058
H 8.01201 -5.62167 -1.31117  0.129
H 6.45067 -5.26108 -0.53295  0.145
H 7.33877 -4.65428 -3.39201  0.128
H 5.75219 -5.22770 -2.81985  0.141
C -3.37259 -2.97450 -4.18484  -0.143
C -4.67710 -2.40709 -4.64230  -0.142
O -4.50168 -2.27358 -6.03998  0.060
C -3.53143 -3.16191 -6.40486  -0.518
O -3.24608 -3.43461 -7.55894  0.127
O -2.92332 -3.70558 -5.31029  0.060
H -3.48500 -3.62968 -3.31665  0.140
H -2.63723 -2.19736 -3.95163  0.128
H -5.51668 -3.08463 -4.45428  0.136
H -4.89294 -1.43801 -4.18408  0.128
C -5.11713 -2.71776 6.50356  -0.134
C -5.90397 -2.82031 5.23732  -0.134
O -5.23729 -1.92618 4.36659  0.071
C -3.95829 -1.80273 4.82765  -0.493
O -3.05919 -1.24281 4.22285  0.090
O -3.81674 -2.38820 6.05267  0.073
H -5.10667 -3.65631 7.06451  0.138
H -5.47838 -1.91655 7.15675  0.140
H -5.87096 -3.82588 4.80484  0.137
H -6.94828 -2.52513 5.37127  0.140
C 7.64910 -1.85308 4.96267  -0.135
C 8.27499 -3.10657 5.48229  -0.139
O 7.95819 -4.06410 4.48987  0.071
C 7.73579 -3.37658 3.33163  -0.500
O 7.60493 -3.89677 2.23621  0.139
O 7.68000 -2.03173 3.55908  0.039
H 8.20693 -0.95821 5.25192  0.139
H 6.60756 -1.74214 5.28201  0.140
H 9.36430 -3.02772 5.56283  0.137
H 7.86748 -3.40396 6.45242  0.139
C -4.90420 7.38052 -7.03540  -0.138
C -4.11959 8.21380 -6.07466  -0.138
O -5.05523 8.49985 -5.05248  0.066
C -6.00259 7.51785 -5.09541  -0.503
O -6.86605 7.35640 -4.24922  0.122
O -5.85692 6.74003 -6.20773  0.071
H -4.28251 6.64435 -7.55231  0.140
H -5.43247 7.98578 -7.77949  0.138
H -3.27612 7.66754 -5.63939  0.139
H -3.74867 9.13604 -6.53024  0.139
C 8.27082 -8.44301 -5.16323  -0.137
C 9.05543 -7.60973 -4.20249  -0.135
O 8.11979 -7.32367 -3.18031  0.031
C 7.17243 -8.30568 -3.22324  -0.509
O 6.30897 -8.46713 -2.37705  0.140
O 7.31810 -9.08350 -4.33556  0.070
H 8.89251 -9.17917 -5.68014  0.139
H 7.74255 -7.83775 -5.90732  0.138
H 9.89890 -8.15598 -3.76722  0.139
H 9.42635 -6.68748 -4.65807  0.139
C -3.14767 2.00202 5.07216  -0.140
C -2.36306 2.83530 6.03290  -0.136
O -3.29870 3.12135 7.05508  0.063
C -4.24606 2.13935 7.01214  -0.514
O -5.10952 1.97790 7.85834  0.123
O -4.10039 1.36153 5.89983  0.057
H -2.52598 1.26585 4.55524  0.109
H -3.67594 2.60728 4.32806  0.134
H -1.51959 2.28904 6.46817  0.136
H -1.99214 3.75754 5.57731  0.137

***

No. 2
C38H56BCl2CsIN7O6S7 | wB97M-V/def2-TZVPD

The value obtained for the HOMO-LUMO gap is 6.106 eV. As for the charge: -2. The calculation puts the HOMO energy at -2.6 eV. Its spin multiplicity is 1. The value obtained for the largest force on an atom is 0.61 eV Å⁻¹.

Last column: Löwdin charge in e.
Geometry (Å):
Cs -3.49223 -1.16768 0.47816  0.652
C -0.96795 -3.93183 -3.37699  -0.570
C -2.40669 -4.39957 -3.59182  -0.564
S -3.54953 -3.04165 -3.93730  0.889
C -2.95603 -2.50772 -5.57356  -0.538
C -2.70126 -1.00626 -5.68228  -0.537
S -1.30540 -0.35917 -4.74156  0.909
C 0.10818 -0.92509 -5.74149  -0.517
C 1.22807 -1.57143 -4.92828  -0.564
S 1.80656 -0.63658 -3.48789  0.850
C 0.70269 -1.22351 -2.16968  -0.538
C 0.89741 -2.69278 -1.77341  -0.541
S -0.64851 -3.63156 -1.62245  0.819
H -0.83147 -2.98153 -3.89385  0.010
H -0.25083 -4.65505 -3.77696  0.078
H -2.81107 -4.85790 -2.68585  0.055
H -2.46702 -5.15458 -4.37827  0.068
H -3.71781 -2.78050 -6.30838  0.063
H -2.05385 -3.07393 -5.81864  0.066
H -3.55846 -0.44321 -5.30873  0.059
H -2.57471 -0.73479 -6.73445  0.076
H 0.50540 -0.05937 -6.27471  0.062
H -0.25993 -1.63614 -6.48757  0.071
H 2.10243 -1.68176 -5.57567  0.062
H 0.95131 -2.57532 -4.60728  0.042
H -0.32808 -1.02273 -2.44763  0.019
H 0.94557 -0.57284 -1.32975  0.029
H 1.36376 -2.74282 -0.78977  0.009
H 1.54741 -3.22237 -2.47395  0.065
C -3.32810 2.90897 5.33853  -0.069
C -2.56458 3.20235 4.04786  -0.551
C -3.55785 3.10471 2.89003  -0.050
C -1.93858 4.59434 4.14788  -0.068
N -1.47761 2.19609 3.88476  0.005
C -1.26316 1.13456 4.75062  -0.058
C -0.23174 0.42620 4.26742  -0.047
N 0.22062 1.03363 3.10544  0.058
B 1.11611 0.27396 2.05924  -0.608
N 2.48544 0.99395 1.78785  0.048
C 2.80326 2.28021 2.14178  -0.089
C 3.93569 2.63429 1.50030  -0.086
N 4.32249 1.54244 0.71878  -0.008
C 3.42823 0.52148 0.92290  -0.689
S 3.50139 -1.04731 0.28816  0.686
C 5.49568 1.52511 -0.18712  -0.556
C 5.05948 1.20027 -1.61964  -0.051
C 6.51713 0.51167 0.33036  -0.056
C 6.13209 2.91463 -0.19435  -0.064
N 1.46705 -1.09022 2.70370  -0.010
C 2.52310 -1.29799 3.55876  -0.089
C 2.56987 -2.60631 3.86277  -0.057
N 1.52863 -3.22394 3.17770  0.005
C 0.84695 -2.26847 2.46930  -0.691
S -0.50957 -2.45441 1.47748  0.555
C 1.23512 -4.67635 3.20202  -0.556
C -0.14862 -4.91270 3.80807  -0.043
C 1.33223 -5.23903 1.78290  -0.046
C 2.27283 -5.38406 4.07230  -0.068
C -0.56622 2.11929 2.86430  -0.686
S -0.34373 3.22271 1.59505  0.684
H -4.12044 3.65369 5.42991  0.085
H -2.68625 2.99504 6.21892  0.081
H -3.79752 1.92371 5.31320  0.032
H -4.34531 3.84716 3.04163  0.085
H -4.02204 2.11617 2.88839  0.008
H -3.07463 3.28874 1.93435  0.044
H -2.73000 5.33260 4.29563  0.078
H -1.38533 4.83675 3.24221  0.009
H -1.25897 4.63907 5.00301  0.082
H -1.88892 0.93616 5.59756  0.103
H 0.18853 -0.48923 4.63770  0.114
H 0.53172 0.14115 1.02959  0.099
H 2.17088 2.85940 2.78981  0.094
H 4.48669 3.55391 1.54015  0.102
H 4.72357 0.17171 -1.71292  0.029
H 5.90580 1.37277 -2.28976  0.081
H 4.23158 1.84333 -1.92309  0.082
H 6.06570 -0.47812 0.36725  0.025
H 6.85172 0.78991 1.33296  0.083
H 7.38492 0.48622 -0.33395  0.081
H 5.42511 3.67969 -0.52129  0.083
H 6.96212 2.90134 -0.90097  0.082
H 6.53094 3.19095 0.78393  0.079
H 3.17764 -0.49634 3.85148  0.125
H 3.26675 -3.14287 4.47564  0.099
H -0.91380 -4.38649 3.24243  0.039
H -0.17239 -4.56011 4.84175  0.088
H -0.37025 -5.98262 3.79961  0.083
H 0.57687 -4.79951 1.13418  0.022
H 1.18514 -6.32137 1.81311  0.082
H 2.31914 -5.02930 1.36415  0.092
H 2.24846 -5.02972 5.10426  0.080
H 3.28255 -5.26722 3.67482  0.084
H 2.03304 -6.44783 4.07819  0.083
O 2.04193 3.94618 -0.83943  0.059
C 1.26540 2.93451 -1.30177  -0.495
O 1.53310 1.78188 -1.14109  0.109
C 0.06276 3.45270 -2.04250  -0.186
C -0.00568 4.77755 -2.45379  -0.003
C -1.13123 5.19104 -3.14866  -0.057
C -2.14343 4.27930 -3.38143  0.003
C -1.99354 2.98926 -2.88533  -0.173
N -0.91109 2.57200 -2.24384  0.235
C -3.11434 1.99437 -3.06347  -0.530
O -3.51804 1.50276 -1.92000  0.068
O -3.59256 1.76228 -4.15393  0.056
H 2.60221 3.55692 -0.14286  0.078
H 0.80306 5.45518 -2.22507  0.110
H -1.21985 6.21407 -3.49307  0.101
H -3.04363 4.54428 -3.91935  0.118
H -4.17966 0.70252 -2.02021  0.038
Cl -8.01927 0.75835 0.14231  0.584
C -6.64087 0.82613 -0.95703  -0.999
Cl -7.05489 1.76075 -2.43044  0.575
C -6.12309 -0.58018 -1.39230  -0.844
O -6.84674 -1.55015 -1.25729  0.007
O -4.93186 -0.54280 -1.84386  -0.277
H -5.85890 1.39342 -0.46080  0.050
I -4.90441 -0.70145 3.71618  -0.473

***

No. 3
C38H56KN3O15P4 | wB97M-V/def2-TZVPD

The value obtained for the HOMO-LUMO gap is 8.710 eV. As for the charge: 0. The calculation puts the HOMO energy at -8.8 eV. Its spin multiplicity is 1. The value obtained for the largest force on an atom is 3.95 eV Å⁻¹.

Last column: Löwdin charge in e.
Geometry (Å):
K 0.00684 0.89753 -0.47469  0.674
C 3.66950 1.28647 -4.75463  -0.069
O 3.71946 2.43957 -3.82612  -0.018
C 2.89831 2.13797 -2.78273  -0.278
N 2.39980 0.91740 -2.78615  0.168
C 2.64262 0.32012 -4.18235  -0.227
C 2.87819 -1.16614 -4.24709  -0.165
C 3.87627 -1.72035 -5.13800  -0.007
C 3.95426 -3.11520 -5.22400  -0.105
C 3.37457 -3.96036 -4.31538  -0.103
C 2.38503 -3.44043 -3.48429  -0.081
C 2.10489 -2.04416 -3.50040  -0.030
C 2.70441 3.15936 -1.69569  -0.139
C 3.55450 4.30526 -1.76776  0.015
C 3.51712 5.29342 -0.80668  -0.031
C 2.63471 5.08288 0.22890  0.017
C 1.86388 3.89915 0.28463  -0.168
N 1.95913 2.92338 -0.59632  0.140
C 0.75543 3.94439 1.32847  -0.265
N 0.11461 2.97597 1.81490  0.149
C -1.01315 3.48624 2.62652  -0.268
C -0.82307 5.01875 2.63450  -0.035
O 0.36942 5.22301 1.76893  -0.043
C -1.11200 2.82852 3.94970  -0.187
C -2.34527 2.90300 4.65607  -0.016
C -2.47908 2.33953 5.94012  -0.084
C -1.36665 1.76796 6.54683  -0.100
C -0.20019 1.56388 5.78163  -0.092
C -0.00653 2.13660 4.50020  -0.014
H 4.63887 0.81412 -4.81150  0.107
H 3.40961 1.68955 -5.74266  0.136
H 1.62358 0.47162 -4.62521  0.169
H 4.44950 -1.01413 -5.75267  0.104
H 4.57628 -3.50077 -6.01398  0.098
H 3.71681 -4.99305 -4.31512  0.108
H 1.96540 -4.10041 -2.69557  0.095
H 1.40334 -1.69209 -2.76273  0.090
H 4.18644 4.46031 -2.65821  0.125
H 4.09709 6.13720 -0.98369  0.095
H 2.62751 5.65266 1.16233  0.126
H -1.90950 3.13212 2.04754  0.124
H -0.66796 5.62138 3.54327  0.132
H -1.69394 5.42804 2.04080  0.127
H -3.11824 3.42235 4.05032  0.126
H -3.41682 2.25227 6.49621  0.104
H -1.50594 1.32363 7.48463  0.078
H 0.65897 1.05895 6.23847  0.095
H 0.89171 2.02513 3.85355  0.116
C 4.04228 -0.67761 0.75918  -0.059
C 3.30127 -1.84120 0.16286  -0.423
C 4.26097 -3.06688 -0.20096  -0.009
O 2.41235 -2.29080 1.18117  -0.229
P 0.90142 -2.00921 1.68839  0.477
O 0.43181 -0.65092 1.42555  -0.368
C 0.04563 -3.48410 0.86581  -0.182
P -1.28025 -2.96945 -0.33567  0.481
O -0.95533 -1.80363 -1.20190  -0.305
O -1.57800 -4.36390 -1.07475  -0.221
C -1.59603 -4.45209 -2.56163  -0.412
C -0.76568 -5.69243 -2.90941  -0.033
C -3.06057 -4.61836 -2.86573  -0.061
O -2.61049 -2.75517 0.49239  -0.202
C -3.29610 -1.60842 1.15250  -0.352
C -3.76897 -2.05869 2.56926  -0.048
C -4.56709 -1.27914 0.35305  -0.030
O 0.91835 -2.52777 3.15870  -0.218
C 1.16900 -1.76693 4.53238  -0.325
C 0.07190 -2.17666 5.47718  -0.041
C 2.54740 -2.23333 4.92054  -0.030
H 3.33927 0.16179 0.86362  0.080
H 4.90225 -0.35008 0.14360  0.086
H 4.49699 -1.07253 1.70258  0.098
H 2.65609 -1.42867 -0.67753  0.139
H 4.40607 -3.72288 0.63519  0.062
H 5.31161 -2.66480 -0.48161  0.104
H 3.86672 -3.58960 -1.08561  0.049
H -0.32128 -4.15495 1.64141  0.067
H 0.74018 -4.08918 0.23199  0.077
H -1.20716 -3.48536 -3.00814  0.146
H -0.69321 -6.35240 -2.01488  0.100
H 0.28981 -5.43618 -3.03770  0.046
H -1.16796 -6.07979 -3.83413  0.078
H -3.14829 -4.66625 -3.99509  0.103
H -3.67322 -3.69625 -2.65697  0.098
H -3.50903 -5.43912 -2.37204  0.071
H -2.57276 -0.79068 1.25200  0.127
H -4.52667 -2.84219 2.54141  0.079
H -4.12483 -1.16479 3.10451  0.088
H -2.96199 -2.53147 3.16140  0.066
H -4.90895 -2.16899 -0.22429  0.099
H -4.30879 -0.40322 -0.28813  0.063
H -5.31520 -0.91075 1.03536  0.070
H 1.02760 -0.78261 4.24077  0.091
H 0.27544 -3.23441 5.76139  0.102
H -0.92926 -2.08559 5.02389  0.088
H 0.10040 -1.54172 6.34538  0.071
H 2.68675 -3.28373 4.60737  0.103
H 2.48910 -2.18612 6.01500  0.091
H 3.29305 -1.65647 4.41735  0.072
C -4.17619 1.72334 -2.84528  -0.070
C -3.68999 2.99356 -2.20916  -0.622
O -4.52396 4.09217 -2.56217  -0.076
P -3.53762 2.96087 -0.29526  0.388
O -5.10206 2.53473 0.03654  -0.137
O -3.23659 4.46936 -0.01876  -0.345
O -2.66916 1.91191 0.21763  -0.310
P -2.01505 3.30245 -2.82489  0.491
O -2.20645 3.98361 -4.31664  -0.154
O -1.47439 4.59860 -1.98578  -0.232
O -1.11034 2.12251 -2.95167  -0.328
H -3.62702 1.51731 -3.79818  0.086
H -5.24657 1.74616 -3.07103  0.090
H -3.94585 0.87882 -2.10839  0.089
H -4.45529 4.67744 -1.74412  0.099
H -5.71172 3.26159 0.11127  0.061
H -2.13250 4.64339 -1.08658  0.071
H -2.24555 4.96527 -4.21945  0.088